The following is a DFT calculation (wB97M-V/def2-TZVPD) of a 3-piece molecular cluster, C12H17F3O7Si overall in a non-equilibrium geometry.

Results
Structure (SMILES)   O=CC[SiH2]CCC(F)=C(F)F.O=C1OCCO1.O=C1OCCO1
HOMO level   -9.6206 eV
Net charge   0

Last column: Löwdin charge in e.
Atoms and positions in Å:
Si  -2.419  1.316  -4.227  0.684
F  -1.057  2.276  0.048  0.086
F  -1.763  -1.301  0.201  0.013
F  0.469  0.456  0.297  0.037
O  2.645  -0.478  4.026  0.039
O  3.507  1.218  2.804  0.161
O  2.136  1.646  4.548  0.073
O  3.969  -1.382  -0.616  0.069
O  3.651  -3.140  0.744  0.064
O  4.644  -3.440  -1.265  0.151
O  -5.221  2.967  -4.263  -0.023
C  -1.857  -0.088  -3.024  -0.304
C  3.133  -0.933  0.446  -0.132
C  -5.192  1.773  -3.937  -0.304
C  1.281  0.818  5.327  -0.127
C  -0.826  0.917  -0.034  -0.173
C  2.827  0.833  3.707  -0.537
C  -4.218  0.819  -4.788  -0.260
C  -2.734  0.121  -1.672  -0.174
C  4.136  -2.722  -0.456  -0.554
C  1.968  -0.514  5.278  -0.122
C  -1.740  -0.051  -0.459  -0.145
C  3.343  -1.976  1.503  -0.137
H  2.455  -2.134  2.114  0.125
H  -1.510  1.527  -5.352  -0.053
H  4.187  -1.745  2.157  0.134
H  -5.758  1.307  -3.070  0.122
H  0.291  0.797  4.864  0.136
H  3.427  0.061  0.778  0.117
H  -3.627  -0.578  -1.640  0.121
H  -2.239  -1.058  -3.495  0.078
H  -3.150  1.180  -1.676  0.088
H  1.266  -1.347  5.316  0.138
H  -4.322  0.998  -5.902  0.082
H  2.101  -0.899  0.093  0.113
H  -0.743  -0.090  -2.833  0.080
H  1.189  1.203  6.343  0.137
H  -2.512  2.556  -3.424  -0.016
H  2.706  -0.635  6.075  0.137
H  -4.445  -0.276  -4.535  0.077